Model a:
Computed, not measured: a 2-piece molecular cluster, C7H10N4S overall, with ωB97M-V/def2-TZVPD.

Output
- gap between HOMO and LUMO (hartree) = 0.3394
- LUMO energy (eV) = 0.31
- SMILES string = C=C=C(C#N)C#N.CS(C)(#N)N

Last column: Löwdin charge in e.
Atoms and positions in Å:
C  1.156  -2.268  2.277  0.076
C  0.890  -0.995  2.474  -0.023
C  0.609  0.282  2.659  -0.283
C  1.345  1.297  1.970  -0.202
N  1.901  1.992  1.266  0.174
C  -0.209  0.611  3.741  -0.214
N  -0.709  0.732  4.745  0.178
H  0.829  -2.605  1.336  0.039
H  2.043  -2.673  2.756  0.083
C  -2.063  -0.334  -2.311  -0.151
S  -0.547  -0.029  -1.157  0.664
C  0.815  0.127  -2.474  -0.148
N  -0.286  -0.770  0.051  -0.340
N  -0.912  1.657  -0.678  -0.102
H  -2.881  0.461  -2.246  0.073
H  -1.463  -0.248  -3.275  0.043
H  -2.471  -1.283  -2.066  0.023
H  0.531  0.782  -3.293  0.057
H  1.661  0.325  -2.019  -0.015
H  0.760  -0.945  -2.770  0.069
H  -0.314  2.170  -1.265  0.006
H  -0.685  1.714  0.279  -0.007

Model b:
Computed, not measured: a 2-piece molecular cluster, C7H10N4S overall, with ωB97M-V/def2-TZVPD.

Output
- gap between HOMO and LUMO (hartree) = 0.3147
- LUMO energy (eV) = -0.40

Last column: Löwdin charge in e.
Atoms and positions in Å:
C  3.124  -1.705  -0.335  -0.463
C  1.918  0.460  0.102  -0.710
C  0.389  2.073  0.019  -0.480
C  -0.318  -0.008  -0.075  -0.304
C  -1.429  -0.978  0.057  -0.305
C  -2.712  -0.890  -0.681  -0.105
C  -2.640  -0.747  0.795  -0.144
H  3.042  -2.133  0.860  0.083
H  2.029  -1.664  -1.042  0.127
H  4.056  -2.361  -0.779  0.071
H  -0.919  3.578  0.759  0.274
H  0.580  4.123  -0.049  0.026
H  -1.145  -2.109  0.108  0.169
H  -2.870  -0.138  -1.319  0.063
H  -3.106  -1.888  -0.994  0.118
H  -2.648  -1.735  1.446  0.151
H  -2.810  0.297  1.211  0.124
N  1.648  1.789  0.206  0.102
N  -0.001  3.397  -0.507  0.090
N  -0.661  1.195  0.183  0.158
N  0.971  -0.532  -0.155  0.039
S  3.502  -0.026  0.190  0.916

Tell me which of them is the most stable. Sure, it is model b.

Model a:
Computed, not measured: an isolated ion of composition C2H7N2 and charge +1, with ωB97M-V/def2-TZVPD.

Output
- gap between HOMO and LUMO (hartree) = 0.2648
- charge = +1
- LUMO energy (eV) = -8.47

Last column: Löwdin charge in e.
Atoms and positions in Å:
C  -1.305  -0.452  0.948  -0.032
N  1.214  -0.326  -1.004  0.190
C  0.685  0.477  0.032  -0.318
N  -0.682  0.301  -0.060  0.158
H  -1.475  0.162  1.848  0.160
H  -0.684  -1.319  1.195  0.129
H  -2.239  -0.836  0.544  0.108
H  0.591  -1.066  -1.290  0.118
H  1.930  -0.056  -1.662  0.134
H  0.912  1.559  -0.054  0.200
H  1.231  0.236  0.959  0.153

Model b:
Computed, not measured: an isolated ion of composition C2H7N2 and charge +1, with ωB97M-V/def2-TZVPD.

Output
- gap between HOMO and LUMO (hartree) = 0.4282
- charge = +1
- LUMO energy (eV) = -3.99
- SMILES string = C/[NH+]=C/N

Last column: Löwdin charge in e.
Atoms and positions in Å:
C  0.331  -0.166  1.680  0.015
N  0.272  0.306  0.259  0.022
C  0.022  -0.342  -0.826  -0.126
N  -0.557  0.201  -1.905  0.186
H  0.300  -1.246  1.760  0.100
H  1.218  0.293  2.092  0.096
H  -0.539  0.280  2.166  0.105
H  0.196  1.317  0.301  0.167
H  -0.009  -1.422  -0.760  0.167
H  -0.385  1.176  -2.113  0.138
H  -0.849  -0.398  -2.655  0.129

Tell me which of them is the most stable. Sure, it is model b.

Model a:
Computed, not measured: an isolated ion of composition C2H7N2 and charge +1, with ωB97M-V/def2-TZVPD.

Output
- gap between HOMO and LUMO (hartree) = 0.3961
- charge = +1
- LUMO energy (eV) = -5.60
- SMILES string = C[N+](C)=N

Last column: Löwdin charge in e.
Atoms and positions in Å:
C  -0.948  0.384  -1.095  0.009
N  -0.346  -0.021  0.167  -0.164
C  1.433  -0.279  0.324  0.195
N  -1.011  -0.252  1.117  0.241
H  -0.530  -0.235  -1.938  0.126
H  -0.968  1.527  -1.184  0.146
H  -1.994  0.069  -0.854  0.112
H  1.703  -1.094  -0.244  0.058
H  1.472  -0.394  1.451  0.106
H  1.841  0.643  0.200  0.042
H  -0.653  -0.348  2.055  0.129

Model b:
Computed, not measured: a 2-piece molecular cluster, C2H7N2 overall, with ωB97M-V/def2-TZVPD.

Output
- gap between HOMO and LUMO (hartree) = 0.3696
- charge = +1
- LUMO energy (eV) = -4.94

Last column: Löwdin charge in e.
Atoms and positions in Å:
C  1.969  1.307  0.169  0.144
N  0.809  1.033  -0.259  0.170
H  2.518  2.190  -0.134  0.122
H  2.423  0.616  0.874  0.123
H  0.180  0.224  0.073  0.065
H  0.388  1.634  -0.964  0.151
C  -1.806  -1.515  -0.310  -0.026
N  -0.939  -0.934  0.413  -0.006
H  -1.508  -2.077  -1.194  0.085
H  -2.869  -1.513  -0.083  0.090
H  -1.332  -0.774  1.340  0.081

Tell me which of them is the most stable. Sure, it is model b.